DFT (ωB97M-V with the def2-TZVPD basis set) results for one molecule with the formula C4H6N2O in a non-equilibrium geometry.

The multiplicity is 1. The HOMO energy comes out at -9.506 eV. The structure (SMILES) is O=C1NC[C@H]2CN12. The energy above the lowest of the compared OMol25 structures with the same formula, charge and spin comes out at 246.38 kJ/mol. Its HOMO-LUMO gap is 10.39 eV.

Positions of all 13 atoms, in Å:
O (1.41, 2.08, 0.79)
C (0.86, 1.14, 0.28)
N (1.45, -0.02, -0.29)
C (0.46, -1.08, -0.09)
C (-0.67, -0.26, -0.65)
C (-1.67, 0.28, 0.32)
N (-0.51, 1.06, -0.08)
H (2.44, -0.21, -0.23)
H (0.37, -1.33, 0.97)
H (0.61, -2.00, -0.66)
H (-0.41, -0.18, -1.72)
H (-2.64, 0.68, 0.02)
H (-1.70, -0.15, 1.33)

Here are the natural (NBO) charges for atoms 1 to 8, given in e: -0.570, 0.779, -0.660, -0.238, -0.109, -0.192, -0.463, 0.403